A structure of composition C29H39BO3S in a non-equilibrium geometry, computed with wB97M-V/def2-TZVPD.

Last column: Löwdin charge in e.
Element x y z (Å)
C: -3.308 0.237 1.565  -0.047
C: -1.987 0.327 2.274  -0.138
C: -0.834 0.880 1.427  -0.114
C: -0.006 1.927 1.916  -0.203
C: -0.388 2.711 3.134  -0.039
C: 1.230 2.160 1.324  0.000
C: 1.675 1.376 0.255  -0.273
C: 3.079 1.458 -0.246  -0.063
C: 0.780 0.502 -0.352  -0.014
C: -0.469 0.237 0.198  -0.192
C: -1.316 -0.786 -0.516  -0.035
H: -4.098 0.688 2.174  0.048
H: -3.300 0.787 0.612  0.085
H: -3.583 -0.807 1.380  0.086
H: -2.102 0.836 3.238  0.119
H: 0.344 3.508 3.293  0.076
H: -1.375 3.175 3.026  0.082
H: -0.403 2.092 4.040  0.085
H: 1.872 2.928 1.749  0.114
H: 3.485 0.447 -0.378  0.080
H: 3.137 1.956 -1.221  0.082
H: 3.720 1.998 0.456  0.074
H: 1.082 -0.029 -1.257  0.119
H: -0.749 -1.202 -1.366  0.084
H: -1.604 -1.633 0.119  0.077
H: -2.233 -0.335 -0.927  0.085
C: -7.244 4.553 4.003  -0.061
O: -5.798 4.562 3.980  -0.098
C: -5.178 3.354 4.091  -0.267
C: -3.980 3.297 4.860  -0.002
C: -3.680 2.122 5.503  -0.052
C: -4.468 0.970 5.280  -0.259
B: -0.995 -0.927 2.503  -0.676
C: -4.366 -0.187 6.121  -0.474
C: -4.732 -1.488 5.775  -0.117
C: -4.494 -2.426 6.820  -0.138
C: -4.074 -1.839 8.004  -0.613
C: -3.884 -2.534 9.295  -0.114
S: -3.869 -0.144 7.807  1.079
O: -1.151 -2.237 2.188  0.147
C: -0.194 -2.938 3.034  -0.425
C: -0.967 -4.106 3.630  -0.010
C: 0.910 -3.456 2.136  -0.011
C: 0.370 -1.826 4.048  -0.433
C: -0.296 -1.870 5.424  -0.001
C: 1.884 -1.699 4.201  -0.013
O: -0.002 -0.594 3.405  0.125
C: -5.443 0.975 4.257  -0.044
C: -5.813 2.163 3.663  -0.034
H: -7.476 5.552 4.355  0.087
H: -7.641 4.384 2.992  0.089
H: -7.665 3.787 4.679  0.101
H: -3.410 4.211 5.039  0.122
H: -2.847 2.077 6.208  0.110
H: -5.114 -1.756 4.793  0.106
H: -4.661 -3.494 6.725  0.108
H: -4.513 -3.427 9.318  0.082
H: -2.847 -2.856 9.430  0.080
H: -4.167 -1.872 10.113  0.071
H: -0.331 -4.691 4.302  0.094
H: -1.858 -3.789 4.182  0.087
H: -1.299 -4.775 2.826  0.095
H: 1.641 -4.018 2.728  0.094
H: 0.478 -4.127 1.387  0.097
H: 1.419 -2.625 1.632  0.098
H: -0.005 -2.776 5.968  0.093
H: 0.034 -1.013 6.026  0.095
H: -1.391 -1.837 5.341  0.089
H: 2.339 -2.625 4.575  0.091
H: 2.351 -1.406 3.250  0.092
H: 2.105 -0.903 4.926  0.094
H: -5.983 0.067 4.005  0.116
H: -6.675 2.200 2.988  0.121

## Properties
energy above the lowest of the compared OMol25 structures with the same formula, charge and spin: 8.9 kcal/mol
F_max: 0.05712 hartree/bohr
gap between HOMO and LUMO: 8.0 eV